(i)
The following is a quantum chemistry calculation of one molecule with the formula C19H25N3O3, from OMol25.

Structure (XYZ):
```
50
Properties=species:S:1:pos:R:3:lowdin_charge:R:1
O -1.7343 -1.3667 1.4094 0.1197
O -3.5329 -0.5580 2.4429 0.1211
O 0.4775 3.4281 0.3061 0.0783
N 4.4064 0.6164 0.1375 -0.0997
N 1.0693 1.2663 0.6795 0.1588
N 3.1590 0.2437 0.4630 0.1402
C 4.4587 1.9442 -0.1395 -0.0368
C -1.2377 1.8578 0.9408 -0.0651
C 3.1961 2.4522 0.0125 0.0137
C -2.6916 -0.6376 1.4047 -0.5347
C -3.7074 -0.5743 -0.8459 -0.1318
C 5.4353 -0.3256 0.1143 -0.1859
C -2.1227 1.9509 -1.3963 -0.0397
C 2.4196 1.3366 0.3931 -0.2939
C 6.7482 0.0311 -0.1810 -0.0244
C -3.0872 0.2818 0.2711 -0.2121
C 6.1264 -2.6126 0.3788 -0.0826
C -5.3404 -2.3096 -1.5814 -0.0773
C -4.8727 -1.4649 -0.3970 -0.4263
C 7.7363 -0.9362 -0.1951 -0.0891
C 5.1308 -1.6563 0.3952 -0.0210
C -6.0365 -0.6433 0.1523 -0.0669
C 0.1791 2.2954 0.6112 -0.4688
C 7.4329 -2.2580 0.0832 -0.0992
C -1.8314 1.0311 -0.2144 -0.3255
H 7.0075 1.0550 -0.3981 0.0984
H 5.8815 -3.6413 0.5971 0.1032
H -5.7617 -0.1439 1.0771 0.0644
H -5.7073 -1.6699 -2.3813 0.0814
H -2.9824 2.5830 -1.1842 0.0931
H 2.8543 3.4555 -0.1204 0.0920
H -4.0649 0.0880 -1.6350 0.1201
H -1.2660 2.5952 -1.5774 0.0807
H -1.0998 0.2750 -0.5197 0.1415
H -1.2186 1.2706 1.8606 0.1213
H -4.5239 -2.9134 -1.9707 0.0775
H 8.7523 -0.6517 -0.4253 0.1029
H 4.1088 -1.9117 0.6226 0.0991
H -6.1450 -2.9762 -1.2802 0.0759
H -1.8447 2.7491 1.1049 0.1354
H -6.3468 0.1056 -0.5736 0.0859
H -6.8860 -1.2900 0.3596 0.0788
H -2.9214 -1.2093 -1.2611 0.1340
H -3.8232 0.9955 0.6469 0.1511
H 8.2104 -3.0066 0.0695 0.0990
H 5.3631 2.4400 -0.4238 0.1115
H -2.3178 1.3848 -2.3026 0.0778
H -3.2737 -1.1753 3.1460 0.1390
H -4.5204 -2.1436 0.3877 0.1338
H 0.7448 0.3433 0.9360 0.1508
```

- Frontier orbital gap: 8.72 eV
- SMILES: CC(C)C[C@@H](C(=O)O)[C@@H](C)CC(=O)Nc1ccn(-c2ccccc2)n1
- LUMO level: 0.63 eV

(ii)
The following is a quantum chemistry calculation of one molecule with the formula C19H25N3O3, from OMol25.

Structure (XYZ):
```
50
Properties=species:S:1:pos:R:3:lowdin_charge:R:1
O -0.2717 -4.3376 -0.9163 0.0621
O -0.1205 -1.1501 -2.5824 -0.0298
O 2.9724 0.6828 0.5293 0.0322
N -1.1476 -2.3273 -0.3539 0.0961
N -0.6610 -0.7682 1.8601 -0.1493
N 1.7092 2.0736 -0.7431 -0.0086
C -1.0449 -2.1553 2.0962 -0.3041
C 0.3509 3.5649 -2.0815 -0.0133
C 0.5230 -0.1556 -1.9260 -0.2207
C -1.7271 0.1995 1.9919 -0.2494
C -1.3539 1.5182 1.3215 -0.0659
C 0.2901 -2.8438 2.3699 -0.1303
C -0.8584 1.3845 -3.2936 -0.0068
C 1.0318 -1.8142 3.2155 -0.1446
C -1.2306 2.6576 -3.6536 -0.0799
C 0.7468 2.2757 -1.6977 -0.1579
C 2.1151 0.8069 -0.3321 -0.4351
C 1.4646 -0.3113 -0.9656 0.0851
C 0.5191 -0.4727 2.6765 -0.1616
C 0.1247 1.1748 -2.3215 -0.0868
C -0.6191 3.7470 -3.0411 -0.0726
C 2.3480 3.2020 -0.0996 -0.0190
C 0.2323 -2.4942 -2.3489 -0.0720
C -0.4077 -3.1485 -1.1140 -0.4830
C -1.7721 -2.7431 0.8770 -0.1173
H 1.7822 -1.2769 -0.6078 0.1249
H -1.9891 2.8129 -4.4047 0.1027
H -0.9059 4.7499 -3.3199 0.1061
H -1.1465 1.3603 0.2657 0.0600
H -1.0868 -1.3289 -0.4824 0.1254
H -0.4684 1.9442 1.7852 0.0686
H -2.1721 2.2285 1.4134 0.0744
H -0.1270 -3.0453 -3.2235 0.1448
H 1.3190 -2.6253 -2.2927 0.1392
H -1.3148 0.5218 -3.7521 0.1182
H 3.0641 2.7931 0.6132 0.0893
H -2.8192 -2.4239 0.8622 0.1166
H -2.6205 -0.2041 1.5078 0.1111
H 1.2747 0.0092 2.0543 0.0901
H -1.7068 -2.2567 2.9768 0.1530
H -1.9778 0.3877 3.0533 0.1201
H 0.8042 4.4300 -1.6276 0.0991
H 1.6150 3.8092 0.4334 0.0977
H 2.1120 -1.8998 3.1253 0.1096
H -1.7337 -3.8334 0.9153 0.1268
H 0.8102 -3.0108 1.4272 0.1105
H 0.2683 0.2087 3.5006 0.1175
H 0.1646 -3.8005 2.8726 0.1189
H 2.8780 3.8158 -0.8289 0.1002
H 0.7630 -1.9311 4.2666 0.1076
```

- Frontier orbital gap: 8.65 eV
- SMILES: CCN1CCC[C@@H]1CNC(=O)COc1cc(=O)n(C)c2ccccc12
- LUMO level: 0.27 eV

Short version: (ii) is the least stable of them.

(i)
The following is a quantum chemistry calculation of a 2-piece molecular cluster, C3H2N2S2 overall, from OMol25.

Structure (XYZ):
```
9
Properties=species:S:1:pos:R:3:lowdin_charge:R:1
S 0.7824 0.5093 1.6570 0.8642
S -2.2556 -1.5162 -0.3822 0.3664
N 1.9105 -1.5832 -1.1456 0.1986
N -0.3867 2.1623 -1.4792 0.1916
C 0.7387 0.3726 -0.0403 -0.7032
C 1.4242 -0.6278 -0.6903 -0.2891
C 0.0779 1.3536 -0.7985 -0.2971
H -0.4483 1.0793 1.9827 -0.0544
H -1.8431 -1.7500 0.8964 -0.2770
```

- Frontier orbital gap (spin up / spin down): 7.87 / 6.51 eV
- LUMO level (spin up / spin down): -2.59 / -2.80 eV

(ii)
The following is a quantum chemistry calculation of a 2-piece molecular cluster, C3H2N2S2 overall, from OMol25.

Structure (XYZ):
```
9
Properties=species:S:1:pos:R:3:lowdin_charge:R:1
S -1.6797 0.2275 0.6634 0.7959
S -0.3424 -0.9629 -1.7180 0.8859
N 1.3950 -1.5985 1.4495 0.2130
N 1.5824 2.3342 -0.5566 0.0216
C 0.9783 1.4067 -0.2572 -0.2061
C -0.2087 -0.3388 -0.1080 -1.1075
C 0.7131 -1.0195 0.7342 -0.3872
H -1.3784 -0.4367 -2.1153 -0.1779
H -1.0596 0.3880 1.9081 -0.0377
```

- Frontier orbital gap: 9.09 eV
- LUMO level: -1.49 eV

Short version: (ii) is the least stable of them.